# 1
{
  "formula": "C12H23N2O",
  "method": "ωB97M-V/def2-TZVPD",
  "symbols": ["C", "C", "C", "C", "C", "C", "C", "C", "C", "C", "C", "C", "N", "N", "O", "H", "H", "H", "H", "H", "H", "H", "H", "H", "H", "H", "H", "H", "H", "H", "H", "H", "H", "H", "H", "H", "H", "H"],
  "xyz": [[0.953, 2.303, -1.162], [0.906, 0.839, -1.197], [2.499, 1.984, 0.577], [1.448, 0.980, 1.064], [2.927, -1.505, -0.209], [0.798, -1.893, 1.123], [0.578, -1.918, -1.245], [-1.994, 2.549, 0.741], [-2.666, 0.163, 1.467], [-2.602, 0.321, -1.617], [1.397, -1.203, -0.146], [-2.070, 1.205, 0.598], [2.108, 2.677, -0.394], [1.155, 0.200, -0.082], [-1.620, 0.770, -0.658], [0.941, 2.639, -2.115], [0.876, 0.384, -2.107], [3.394, 2.337, 0.953], [1.815, 0.475, 1.894], [0.462, 1.560, 1.342], [3.229, -2.582, -0.092], [3.425, -0.962, -1.129], [3.310, -1.089, 0.634], [-0.231, -1.382, 1.357], [1.251, -1.767, 2.084], [0.769, -3.012, 1.062], [0.827, -1.514, -2.186], [0.978, -2.939, -1.380], [-0.423, -1.736, -1.049], [-1.699, 3.272, 0.055], [-2.335, 2.957, 1.623], [0.078, 2.650, -0.780], [-3.703, 0.072, 1.496], [-2.365, -0.773, 1.281], [-2.348, 0.488, 2.442], [-3.181, -0.384, -0.953], [-2.250, -0.379, -2.418], [-3.110, 1.112, -1.964]],
  "nbo_charge": [-0.357, 0.355, 0.099, -0.322, -0.614, -0.640, -0.608, -0.457, -0.698, -0.239, 0.118, 0.333, -0.325, -0.271, -0.610, 0.237, 0.221, 0.234, 0.250, 0.274, 0.253, 0.221, 0.205, 0.214, 0.223, 0.252, 0.198, 0.251, 0.225, 0.210, 0.209, 0.270, 0.250, 0.223, 0.242, 0.181, 0.203, 0.189],
  "gap_ev": 8.745,
  "de_lowest_ev": 2.898,
  "energy_ev": -17833.6584,
  "charge": 1
}

# 2
{
  "formula": "C12H23N2O2P2SSn",
  "method": "ωB97M-V/def2-TZVPD",
  "symbols": ["Sn", "P", "C", "C", "N", "C", "C", "C", "C", "C", "P", "H", "H", "H", "H", "H", "H", "H", "H", "O", "H", "H", "O", "H", "C", "H", "H", "H", "C", "H", "H", "H", "C", "H", "H", "H", "C", "H", "H", "H", "S", "C", "N"],
  "xyz": [[1.194, 0.768, 0.096], [-0.509, 2.541, 0.955], [-1.938, 1.556, 0.543], [-1.954, 0.525, -0.455], [-0.782, 0.010, -0.991], [-0.811, -0.952, -1.926], [-2.006, -1.439, -2.490], [-3.217, -0.913, -1.955], [-3.205, -0.021, -0.891], [0.561, -1.541, -2.309], [1.775, -1.723, -0.926], [-4.121, 0.441, -0.419], [-1.934, -2.107, -3.354], [-4.165, -1.205, -2.427], [0.384, -2.562, -2.689], [1.068, -0.965, -3.121], [-3.247, -1.563, 4.225], [-2.886, 1.765, 1.071], [1.915, -2.722, 3.080], [-2.598, -0.837, 4.292], [-3.119, -0.086, 4.702], [2.776, 0.416, 0.723], [1.267, -2.939, 3.784], [0.479, -2.421, 3.408], [1.276, -3.337, -0.233], [1.172, -4.149, -0.976], [2.005, -3.652, 0.533], [0.290, -3.216, 0.246], [3.400, -1.996, -1.706], [4.159, -2.052, -0.906], [3.475, -2.916, -2.316], [3.655, -1.134, -2.347], [-0.436, 3.961, -0.229], [-1.113, 4.781, 0.061], [0.605, 4.306, -0.264], [-0.733, 3.605, -1.226], [-0.486, 3.265, 2.650], [0.505, 3.706, 2.845], [-1.239, 4.052, 2.814], [-0.648, 2.488, 3.411], [3.952, 3.845, -2.154], [3.009, 2.658, -1.681], [2.225, 1.757, -1.447]],
  "nbo_charge": [1.283, 1.070, -0.840, 0.234, -0.603, 0.251, -0.311, -0.117, -0.269, -0.756, 0.932, 0.242, 0.241, 0.238, 0.253, 0.273, 0.477, 0.259, 0.452, -0.952, 0.475, -0.136, -0.912, 0.463, -0.944, 0.258, 0.255, 0.256, -0.948, 0.263, 0.263, 0.270, -0.941, 0.267, 0.252, 0.268, -0.937, 0.266, 0.274, 0.271, 0.014, 0.206, -0.861],
  "gap_ev": [5.850, 5.851],
  "de_lowest_ev": 1.104,
  "energy_ev": -55128.8531,
  "charge": 1
}

# 3
{
  "formula": "C12H23N2O3P2Rh",
  "method": "ωB97M-V/def2-TZVPD",
  "symbols": ["Rh", "P", "C", "C", "N", "C", "C", "C", "C", "C", "P", "H", "H", "H", "H", "H", "H", "H", "H", "O", "H", "H", "O", "H", "C", "H", "H", "H", "C", "H", "H", "H", "C", "H", "H", "H", "C", "H", "H", "H", "O", "C", "N"],
  "xyz": [[0.051, 0.121, 1.190], [-2.132, 0.258, 0.622], [-2.044, 0.442, -1.196], [-0.835, 1.193, -1.579], [0.245, 1.067, -0.761], [1.463, 1.462, -1.146], [1.624, 2.186, -2.326], [0.509, 2.410, -3.134], [-0.727, 1.927, -2.759], [2.663, 1.077, -0.303], [2.185, -0.331, 0.796], [-1.612, 2.069, -3.380], [2.629, 2.478, -2.607], [0.640, 2.915, -4.083], [3.545, 0.801, -0.900], [2.964, 1.915, 0.341], [-1.933, -0.676, -1.821], [-2.960, 0.835, -1.641], [-1.130, -2.244, -1.520], [-1.519, -1.792, -2.355], [-2.276, -2.192, -2.880], [-0.132, -2.008, 0.268], [-0.470, -2.636, -0.325], [-0.149, -3.597, -0.433], [2.622, -1.783, -0.203], [3.626, -1.670, -0.622], [2.592, -2.675, 0.429], [1.900, -1.903, -1.018], [3.304, -0.324, 2.222], [3.133, -1.241, 2.802], [4.355, -0.281, 1.903], [3.070, 0.531, 2.870], [-2.869, 1.615, 1.609], [-3.907, 1.829, 1.322], [-2.845, 1.320, 2.671], [-2.276, 2.534, 1.519], [-3.160, -1.184, 0.907], [-3.331, -1.292, 1.982], [-4.120, -1.070, 0.394], [-2.639, -2.073, 0.540], [0.073, 0.029, 5.380], [-0.017, -0.001, 4.200], [-0.111, -0.038, 3.023]],
  "mulliken_charge": [0.071, 0.832, -0.669, 0.592, 0.142, 0.628, -0.798, -0.478, -0.813, -1.163, 0.984, 0.515, 0.525, 0.456, 0.594, 0.443, 0.005, 0.796, 0.487, -0.597, 0.371, 0.271, -0.596, 0.354, -1.336, 0.440, 0.386, 0.372, -1.191, 0.379, 0.419, 0.399, -1.110, 0.409, 0.373, 0.335, -1.236, 0.403, 0.442, 0.359, -0.414, 0.512, -0.892],
  "gap_ev": [5.851, 4.897],
  "s2": 6.040,
  "de_lowest_ev": 0.000,
  "energy_ev": -43506.6485,
  "charge": 2,
  "multiplicity": 5
}

# 4
{
  "formula": "C12H23N3NaO3",
  "method": "ωB97M-V/def2-TZVPD",
  "symbols": ["Na", "O", "C", "O", "C", "O", "N", "C", "C", "H", "H", "H", "H", "C", "C", "H", "H", "H", "C", "N", "C", "C", "C", "N", "C", "C", "H", "H", "H", "H", "H", "H", "H", "H", "H", "H", "H", "H", "H", "H", "H", "H"],
  "xyz": [[-0.658, -0.409, 0.567], [-0.928, 0.743, -1.265], [-0.803, 0.473, -2.461], [0.960, -1.218, -0.826], [0.813, -1.359, -2.037], [1.458, -2.290, -2.747], [-0.032, -0.622, -2.884], [1.074, -2.182, -4.159], [0.229, -0.949, -4.282], [0.524, -3.084, -4.437], [1.991, -2.104, -4.763], [-0.718, -1.128, -4.801], [0.771, -0.120, -4.752], [-1.412, 1.275, -3.510], [-1.617, 2.585, -3.252], [-1.686, 0.786, -4.452], [-1.273, 3.014, -2.304], [-2.098, 3.213, -4.001], [-1.062, 2.062, 2.104], [0.251, 1.565, 1.707], [1.010, 2.567, 0.978], [1.037, 0.911, 2.754], [0.319, -0.283, 3.446], [-0.038, -1.379, 2.532], [1.043, -2.300, 2.193], [-1.289, -2.065, 2.816], [-1.539, 2.506, 1.218], [-1.019, 2.836, 2.890], [-1.703, 1.244, 2.457], [1.237, 3.461, 1.590], [1.958, 2.141, 0.629], [0.427, 2.893, 0.108], [1.980, 0.566, 2.290], [1.307, 1.619, 3.564], [1.005, -0.646, 4.238], [-0.604, 0.075, 3.934], [1.334, -2.940, 3.047], [0.705, -2.961, 1.380], [1.930, -1.747, 1.853], [-2.109, -1.336, 2.905], [-1.514, -2.756, 1.988], [-1.261, -2.658, 3.747]],
  "nbo_charge": [0.931, -0.637, 0.684, -0.636, 0.915, -0.446, -0.481, -0.087, -0.246, 0.212, 0.222, 0.225, 0.220, -0.361, -0.225, 0.232, 0.222, 0.224, -0.430, -0.491, -0.409, -0.230, -0.234, -0.518, -0.420, -0.423, 0.213, 0.193, 0.184, 0.181, 0.209, 0.200, 0.207, 0.188, 0.203, 0.207, 0.187, 0.206, 0.214, 0.196, 0.199, 0.198],
  "gap_ev": 8.447,
  "de_lowest_ev": 0.000,
  "energy_ev": -27842.1333,
  "charge": 1
}

# 5
{
  "formula": "C12H23N3O3",
  "method": "ωB97M-V/def2-TZVPD",
  "symbols": ["C", "N", "C", "O", "C", "C", "N", "C", "O", "C", "C", "C", "C", "C", "N", "C", "C", "O", "H", "H", "H", "H", "H", "H", "H", "H", "H", "H", "H", "H", "H", "H", "H", "H", "H", "H", "H", "H", "H", "H", "H"],
  "xyz": [[-1.728, -1.116, -4.472], [-1.803, -0.483, -3.123], [-3.019, -0.469, -2.444], [-4.117, -0.758, -2.934], [-3.114, 0.131, -1.021], [-3.612, -0.825, 0.087], [-1.848, 0.649, -0.407], [-0.715, -0.043, -0.275], [-0.606, -1.224, -0.495], [0.554, 0.535, 0.553], [0.569, 0.092, 2.063], [1.769, 0.476, 2.918], [2.069, 1.917, 3.145], [2.008, -0.205, 4.251], [1.719, 0.174, -0.080], [1.929, 0.339, -1.383], [3.240, -0.300, -1.990], [1.184, 0.950, -2.183], [-1.800, -0.511, -5.368], [-0.873, -1.685, -4.531], [-2.577, -1.717, -4.559], [-0.914, -0.266, -2.630], [-3.741, 1.062, -1.055], [-4.686, -0.811, 0.214], [-3.267, -1.829, -0.041], [-3.142, -0.653, 1.027], [-1.947, 1.496, 0.172], [0.529, 1.618, 0.491], [-0.340, 0.541, 2.551], [0.393, -1.068, 2.094], [2.679, 0.176, 2.342], [2.971, 2.025, 3.724], [1.213, 2.355, 3.639], [2.194, 2.455, 2.163], [2.036, -1.250, 4.144], [2.907, 0.152, 4.815], [1.086, 0.057, 4.817], [2.321, -0.387, 0.450], [4.042, 0.391, -2.474], [3.620, -1.087, -1.294], [2.813, -0.907, -2.902]],
  "nbo_charge": [-0.406, -0.614, 0.671, -0.631, -0.113, -0.617, -0.620, 0.690, -0.650, -0.111, -0.400, -0.225, -0.597, -0.590, -0.597, 0.695, -0.719, -0.660, 0.195, 0.197, 0.220, 0.434, 0.229, 0.220, 0.234, 0.209, 0.404, 0.193, 0.211, 0.232, 0.167, 0.216, 0.198, 0.206, 0.209, 0.217, 0.196, 0.402, 0.252, 0.207, 0.243],
  "gap_ev": 9.825,
  "de_lowest_ev": 2.174,
  "energy_ev": -23429.4887,
  "charge": 0,
  "smiles": "CNC(=O)[C@@H](C)NC(=O)[C@@H](CC(C)C)NC(C)=O"
}